C15H14N2O3 | ωB97M-V with the def2-TZVPD basis set

Computed properties:
SMILES string: Cc1cccc(NC(=O)COC(=O)c2ccccn2)c1
Max |F| in eV Å⁻¹: 0.7
Gap between HOMO and LUMO in eV: 8.27
Relative energy (zero: lowest compared OMol25 entry of this formula, charge and spin) in kcal/mol: 9.71
E_LUMO in eV: -0.1

Structure (XYZ):
```
34
C15H14N2O3 | the Open Molecules 2025 dataset | ωB97M-V with the def2-TZVPD basis set
C -4.10 -3.15 -0.47
C -3.86 -1.74 -0.03
C -4.79 -1.08 0.76
C -4.57 0.23 1.16
C -3.42 0.90 0.77
C -2.49 0.25 -0.02
N -1.30 0.85 -0.47
C -0.84 2.10 -0.21
O -1.39 2.95 0.44
C 0.53 2.36 -0.87
O 1.59 1.60 -0.31
C 1.79 0.36 -0.74
O 1.08 -0.20 -1.54
C 2.99 -0.27 -0.13
C 3.29 -1.60 -0.44
C 4.41 -2.17 0.13
C 5.19 -1.39 0.97
C 4.81 -0.08 1.21
N 3.75 0.47 0.67
C -2.71 -1.06 -0.42
H -4.26 -3.79 0.40
H -3.26 -3.54 -1.03
H -5.00 -3.21 -1.09
H -5.68 -1.60 1.07
H -5.29 0.73 1.78
H -3.25 1.92 1.08
H -0.72 0.26 -1.05
H 0.46 2.15 -1.95
H 0.80 3.40 -0.71
H 2.64 -2.15 -1.10
H 4.67 -3.20 -0.08
H 6.08 -1.80 1.44
H 5.39 0.57 1.86
H -1.98 -1.56 -1.04
```